# C4H9N2S

A gas-phase ion, C4H9N2S (charge +1) in a non-equilibrium geometry (ωB97M-V with the def2-TZVPD basis set, OMol25).

Values from the calculation:
Calculated total energy in hartree: -665.22447
Relative energy (zero: lowest compared OMol25 entry of this formula, charge and spin) in eV: 1.8469
Lowest unoccupied orbital energy in eV: -5.1
Net charge: +1
Largest force on an atom in eV/A: 4.16

Last column: natural (NBO) charge in e.
Positions of all 16 atoms, in Å:
N  1.7589  1.5214  -0.5597  -0.7903
H  0.9836  -1.4683  -0.8765  0.4670
H  -1.5023  0.6187  1.6372  0.2667
H  -1.2252  -2.5171  -0.5997  0.2631
C  -0.5733  -0.4313  0.0031  0.5253
H  0.0021  1.3005  1.1379  0.2651
C  -0.9255  0.7896  0.8098  -0.6971
C  1.8034  0.1835  -0.2482  0.1507
H  -2.2928  -1.1185  -0.6578  0.2657
C  -1.5419  -1.5260  -0.1341  -0.6976
H  2.4167  2.1763  -0.1322  0.4490
S  3.1256  -0.4865  0.4055  0.0706
N  0.6439  -0.5791  -0.4050  -0.5213
H  -2.0627  -1.7685  0.7892  0.2862
H  -1.6612  1.4515  0.1275  0.2815
H  1.0507  1.8539  -1.2970  0.4155